Record 1
{
  "formula": "C6H12O2",
  "method": "wB97M-V/def2-TZVPD",
  "elements": ["C", "C", "C", "C", "C", "C", "O", "O", "H", "H", "H", "H", "H", "H", "H", "H", "H", "H", "H", "H"],
  "coordinates": [[0.011887, -2.238654, 0.206556], [0.455117, -0.676468, -0.071723], [1.888839, -0.517655, 0.186815], [-0.474297, 0.185006, 0.871274], [-0.514522, 1.728249, 0.418456], [-0.885459, 1.912461, -1.004007], [-0.304094, 2.529069, -1.861615], [-2.032294, 1.213239, -1.315726], [-0.720829, -2.660870, -0.533894], [0.872060, -2.847826, 0.183316], [-0.532466, -2.413361, 1.152714], [0.154410, -0.313948, -1.118153], [2.510191, -1.247207, -0.315145], [2.108066, -0.665407, 1.276106], [2.164030, 0.432219, -0.163988], [-1.538647, -0.345462, 0.723975], [-0.216132, 0.230361, 1.934375], [-1.116209, 2.346827, 1.147666], [0.537817, 1.985404, 0.470401], [-2.367468, 1.364023, -2.187402]],
  "atomic_forces_ev_per_a": [[-1.5141, 1.5543, -1.0272], [-3.4917, -1.4690, 0.4946], [0.8785, -0.8697, 1.3698], [-2.3313, 0.0137, -1.7606], [0.4332, -1.4970, 1.4338], [-1.3691, -0.2174, -1.7888], [0.0651, -0.0607, 0.7180], [0.4027, -0.1544, 1.9094], [0.7760, 0.6766, 0.2515], [1.0207, -0.7977, 0.0020], [0.5895, 0.5459, -0.0840], [0.5974, -1.0339, 1.2066], [0.0333, -0.2119, -0.3901], [-0.1214, 0.4339, -0.7743], [0.9100, 1.4734, -0.0854], [2.1290, 1.5917, 0.6586], [0.1619, -0.5696, -0.2128], [0.5525, -0.6203, -1.0399], [0.0603, 0.7175, 0.1958], [0.2173, 0.4947, -1.0772]],
  "de_lowest_kj_mol": 101.7,
  "orbital_gap_ev": 11.30,
  "total_charge": 0,
  "smiles": "CC(C)CCC(=O)O"
}


Record 2
{
  "formula": "C6H12O2",
  "method": "wB97M-V/def2-TZVPD",
  "elements": ["C", "C", "C", "O", "H", "H", "H", "H", "H", "H", "C", "C", "C", "O", "H", "H", "H", "H", "H", "H"],
  "coordinates": [[-1.036565, 5.487675, -2.919194], [-0.700685, 4.001485, -3.126714], [0.428345, 3.302115, -2.321504], [-1.221355, 3.527985, -4.134154], [-1.919065, 5.702265, -3.521894], [-0.199175, 6.092835, -3.266554], [-1.141905, 5.555395, -1.836404], [0.210385, 3.213055, -1.257234], [1.366655, 3.856135, -2.348454], [0.468645, 2.272955, -2.678294], [-0.328975, -3.177845, 2.820346], [0.421205, -4.395515, 3.356226], [1.076755, -5.336585, 2.377786], [0.247945, -4.679445, 4.556206], [0.375305, -2.695905, 2.142236], [-0.488865, -2.413125, 3.580436], [-1.179915, -3.369135, 2.166586], [1.903715, -4.941795, 1.787546], [0.340235, -5.770395, 1.701446], [1.377315, -6.232155, 2.921586]],
  "atomic_forces_ev_per_a": [[0.5135, -1.4448, 0.8576], [0.2058, 0.9872, -2.4992], [-1.4165, -0.1533, -0.0067], [0.8336, -0.7749, 1.6782], [0.0313, 0.0871, 0.4336], [0.0735, 0.0190, 0.1708], [-0.3367, 0.9104, 0.0042], [-0.3739, 0.2678, 0.0993], [-0.0208, -0.0942, -0.4910], [0.4905, 0.1961, -0.2461], [1.8001, 0.6132, -0.6271], [-2.5916, -0.4064, 2.3183], [0.1062, -0.8722, 0.4543], [1.1565, 0.3463, -2.5114], [0.1555, 0.1975, -0.3453], [-0.4991, -0.5021, 0.1769], [-0.1923, -0.3828, 0.4734], [-0.1169, 0.1833, 0.1276], [-0.3065, 0.5758, -0.2886], [0.4877, 0.2470, 0.2212]],
  "de_lowest_kj_mol": 159.8,
  "orbital_gap_ev": 10.41,
  "total_charge": 0,
  "smiles": "CC(C)=O.CC(C)=O"
}